1.
C24H60BaN5O11 | ωB97M-V/def2-TZVPD

```
! wB97M-V def2-TZVPD RIJCOSX def2/J DEFGRID3
* xyz 1 1
Ba 1.832 -1.310 -3.465
N -0.023 1.510 -1.568
O -0.284 1.520 -0.364
O 0.835 0.630 -1.990
O -0.565 2.219 -2.380
C 5.392 -0.773 -2.275
O 4.048 -0.995 -1.880
C 3.993 -1.621 -0.599
C 2.566 -1.855 -0.124
N 1.926 -2.776 -1.080
C 0.580 -3.211 -0.708
C -0.503 -2.195 -0.993
O -0.535 -1.904 -2.399
C -1.768 -1.334 -2.819
H 5.939 -1.718 -2.356
H 5.909 -0.129 -1.561
H 5.402 -0.268 -3.241
H 4.551 -1.073 0.165
H 4.495 -2.601 -0.674
H 2.060 -0.891 -0.031
H 2.644 -2.317 0.867
H 2.537 -3.580 -1.183
H 0.551 -3.442 0.367
H 0.281 -4.146 -1.187
H -0.379 -1.265 -0.428
H -1.475 -2.628 -0.739
H -1.668 -1.025 -3.862
H -1.993 -0.421 -2.259
H -2.582 -2.055 -2.737
C -3.382 2.474 -0.775
O -3.509 2.931 -2.085
C -4.631 2.362 -2.716
C -4.768 2.858 -4.126
N -3.525 2.731 -4.878
C -3.693 3.112 -6.283
C -4.119 4.544 -6.487
O -3.308 5.389 -5.708
C -3.482 6.740 -6.051
H -4.329 2.541 -0.212
H -2.709 3.130 -0.221
H -2.989 1.451 -0.707
H -5.529 2.590 -2.127
H -4.535 1.258 -2.725
H -5.107 3.893 -4.152
H -5.566 2.251 -4.600
H -3.258 1.752 -4.879
H -4.434 2.457 -6.780
H -2.743 2.948 -6.798
H -5.175 4.698 -6.229
H -3.987 4.779 -7.554
H -2.901 7.346 -5.359
H -4.533 7.055 -5.974
H -3.143 6.949 -7.075
C -1.821 0.049 2.174
O -2.436 -1.197 1.966
C -1.688 -2.246 2.537
C -2.489 -3.528 2.399
N -1.746 -4.651 2.934
C -2.527 -5.876 3.001
C -1.749 -6.981 3.641
O -0.706 -7.353 2.778
C 0.182 -8.253 3.381
H -0.766 0.059 1.868
H -1.844 0.348 3.231
H -2.341 0.808 1.595
H -1.487 -2.065 3.598
H -0.731 -2.316 1.990
H -2.806 -3.664 1.352
H -3.403 -3.400 2.984
H -0.932 -4.834 2.357
H -2.874 -6.223 2.013
H -3.425 -5.698 3.596
H -2.430 -7.831 3.812
H -1.382 -6.650 4.621
H 0.701 -7.810 4.244
H 0.940 -8.546 2.657
H -0.333 -9.155 3.739
C 4.370 2.601 -0.562
O 3.698 2.841 0.643
C 2.914 1.725 1.022
C 2.235 2.032 2.325
N 3.179 1.916 3.437
C 2.670 2.524 4.652
C 3.692 2.430 5.767
O 4.906 2.990 5.305
C 5.861 3.124 6.331
H 5.078 3.404 -0.741
H 3.626 2.528 -1.369
H 4.909 1.642 -0.507
H 3.519 0.807 1.100
H 2.136 1.579 0.258
H 1.378 1.361 2.434
H 1.833 3.054 2.248
H 4.000 2.459 3.176
H 1.796 1.956 4.997
H 2.346 3.570 4.541
H 3.843 1.386 6.066
H 3.332 3.016 6.624
H 6.769 3.515 5.879
H 6.072 2.156 6.804
H 5.514 3.812 7.111
*
```

Calculated values
M (g mol⁻¹): 732.1
Frontier orbital gap (hartree): 0.226
Energy relative to the best compared isomer or geometry (same formula, charge and spin) (eV): 0.000
E (eV): -56515.60661
Lowest unoccupied orbital energy (eV): -3.9

Atomic partial charges in e from the Mulliken method, atoms 1 to 5: number 1, Ba, carries 1.8320; number 2, N, carries 0.5120; number 3, O, carries -0.3928; number 4, O, carries -0.4633; number 5, O, carries -0.5871

2.
C10H20NO2 | ωB97M-V/def2-TZVPD

```
! wB97M-V def2-TZVPD RIJCOSX def2/J DEFGRID3
* xyz 1 1
C 2.778 1.870 1.539
C 2.517 1.550 0.073
O 2.617 0.119 -0.111
C 1.871 -0.431 -1.063
O 1.594 0.128 -2.102
C 1.430 -1.831 -0.741
C 0.847 -2.012 0.659
C -0.107 -0.868 1.010
C -1.285 -0.797 0.028
C -2.606 -0.338 0.688
C -3.203 0.764 -0.231
C -2.454 0.579 -1.547
N -1.078 0.234 -1.051
H 3.812 2.162 1.721
H 2.103 2.647 1.899
H 2.592 0.974 2.140
H 3.213 2.058 -0.595
H 1.502 1.859 -0.209
H 0.732 -2.142 -1.524
H 2.314 -2.469 -0.865
H 1.634 -2.104 1.410
H 0.276 -2.946 0.686
H 0.401 0.102 1.028
H -0.508 -1.016 2.016
H -1.490 -1.769 -0.428
H -2.473 0.094 1.682
H -3.329 -1.144 0.808
H -4.283 0.691 -0.340
H -2.966 1.751 0.176
H -2.865 -0.218 -2.165
H -2.403 1.497 -2.134
H -0.481 -0.082 -1.823
H -0.704 1.087 -0.635
*
```

Calculated values
M (g mol⁻¹): 186.3
Frontier orbital gap (hartree): 0.415
Energy relative to the best compared isomer or geometry (same formula, charge and spin) (eV): 0.000
E (eV): -16273.77159
SMILES string: CCOC(=O)CCC[C@H]1CCC[NH2+]1
Lowest unoccupied orbital energy (eV): -2.8

Atomic partial charges in e from the Mulliken method, atoms 1 to 5: number 1, C, carries -1.1362; number 2, C, carries -0.0218; number 3, O, carries -0.3009; number 4, C, carries 0.4571; number 5, O, carries -0.6312

3.
C37H38CoN2O8PS | ωB97M-V/def2-TZVPD

```
! wB97M-V def2-TZVPD RIJCOSX def2/J DEFGRID3
* xyz 1 4
Co 0.053 -0.081 -0.211
C -0.887 2.100 -2.459
O -1.372 0.960 -1.758
C -1.868 -0.045 -2.615
C -0.728 -0.684 -3.417
O 0.254 -1.032 -2.461
C 1.535 -1.331 -2.969
C 2.468 -1.398 -1.749
O 2.290 -0.269 -0.910
C 3.029 0.864 -1.342
H -1.031 2.960 -1.812
H -1.451 2.248 -3.383
H 0.178 2.006 -2.687
H -2.628 0.372 -3.287
H -2.318 -0.789 -1.955
H -0.324 0.027 -4.153
H -1.078 -1.569 -3.964
H 1.860 -0.549 -3.670
H 1.531 -2.291 -3.505
H 3.514 -1.480 -2.070
H 2.201 -2.266 -1.141
H 4.100 0.664 -1.229
H 2.739 1.698 -0.707
H 2.829 1.111 -2.387
O 0.307 4.183 -0.340
S -0.471 3.417 0.578
O -1.864 3.286 0.336
O 0.248 1.922 0.621
C -0.103 3.919 2.244
C -0.271 5.230 2.633
C 0.090 5.581 3.928
C 0.634 4.625 4.771
C 0.828 3.318 4.344
C 0.446 2.943 3.062
P 0.417 1.289 2.165
C -1.465 1.194 2.387
C -2.196 1.895 3.340
C -3.579 1.822 3.355
C -4.253 1.045 2.431
C -3.534 0.347 1.476
C -2.157 0.421 1.467
C 2.324 1.329 1.944
C 2.822 2.606 1.670
C 4.180 2.859 1.625
C 5.085 1.828 1.828
C 4.607 0.548 2.053
C 3.240 0.301 2.106
H -0.680 5.950 1.940
H -0.049 6.594 4.273
H 0.903 4.896 5.781
H 1.270 2.606 5.020
H -1.704 2.507 4.081
H -4.131 2.385 4.091
H -5.330 1.004 2.440
H -4.043 -0.249 0.736
H -1.584 -0.129 0.706
H 2.140 3.417 1.460
H 4.522 3.866 1.435
H 6.146 2.030 1.798
H 5.303 -0.268 2.199
H 2.907 -0.716 2.260
O 0.834 0.953 9.174
C -0.223 0.813 8.363
O -1.335 1.020 8.759
C 0.044 0.408 6.947
C 1.294 0.507 6.342
C 1.439 0.217 4.996
C 0.342 -0.197 4.248
C -0.894 -0.362 4.867
C -1.045 -0.044 6.200
N 0.438 -0.464 2.855
C 1.041 -1.637 2.535
C 0.831 -2.393 1.380
C 1.416 -3.690 1.318
C 1.020 -4.584 0.367
C 0.008 -4.198 -0.524
C -0.441 -2.896 -0.481
N -0.005 -1.973 0.381
H 1.675 0.699 8.773
H 2.172 0.844 6.877
H 2.406 0.319 4.524
H -1.720 -0.745 4.290
H -2.005 -0.141 6.682
H 1.576 -2.131 3.341
H 2.147 -3.953 2.068
H 1.454 -5.570 0.318
H -0.388 -4.895 -1.241
H -1.192 -2.570 -1.185
*
```

Calculated values
M (g mol⁻¹): 760.7
Frontier orbital gap (alpha / beta) (hartree): 0.258 / 0.242
Expectation value of S²: 3.805
E (eV): -116087.27947
Lowest unoccupied orbital energy (alpha / beta) (eV): -2.4 / -3.5

Atomic partial charges in e from the Mulliken method, atoms 1 to 5: number 1, Co, carries -0.0954; number 2, C, carries -0.7788; number 3, O, carries -0.1454; number 4, C, carries -0.9065; number 5, C, carries -0.6229

4.
C2H2ClFO | ωB97M-V/def2-TZVPD

```
! wB97M-V def2-TZVPD RIJCOSX def2/J DEFGRID3
* xyz 0 1
C -0.374 0.547 0.073
C 0.712 -0.474 -0.169
H -0.151 0.221 1.121
H 0.302 -1.715 -0.343
O 2.025 -0.158 -0.228
F -0.409 1.822 -0.255
Cl -2.104 -0.244 -0.199
*
```

Calculated values
M (g mol⁻¹): 96.5
Frontier orbital gap (hartree): 0.378
Energy relative to the best compared isomer or geometry (same formula, charge and spin) (eV): 2.387
E (eV): -19390.61174
SMILES string: O=C[C@@H](F)Cl
Lowest unoccupied orbital energy (eV): -0.5

Atomic partial charges in e from the Mulliken method, atoms 1 to 5: number 1, C, carries 0.4277; number 2, C, carries -0.0736; number 3, H, carries 0.2019; number 4, H, carries 0.2768; number 5, O, carries -0.4775